1.
Formula: C29H30N9O3Re
Source: the Open Molecules 2025 dataset
Level of theory: ωB97M-V/def2-TZVPD

```
! RIJCOSX wB97M-V def2-TZVPD def2/J DEFGRID3
* xyz 1 4
Re 0.10590 -0.49465 0.65838
N -2.29544 0.00598 3.57753
C -1.78498 1.28709 3.01738
C -0.28745 1.29314 3.18053
O 0.24913 1.96526 4.03949
N 0.45899 0.44577 2.43823
C 1.91461 0.68128 2.71811
C 2.72389 -0.12839 1.74382
O 3.91494 -0.16787 1.64444
O 1.99899 -0.92062 0.89728
H -3.26135 0.17566 3.83973
H -1.84088 -0.12606 4.49379
H -2.21562 2.08250 3.59542
H -2.07051 1.36553 1.99523
H 2.35277 0.39426 3.66637
H 2.16297 1.74390 2.63202
C 5.91259 0.43856 -2.42211
C 4.49965 0.71927 -1.93947
C 4.19462 1.70806 -1.01223
C 2.90571 1.85047 -0.48477
C 1.90201 1.06330 -0.94572
N 0.53498 1.15186 -0.46431
C -0.25043 1.83159 -1.36794
C 0.29616 2.71456 -2.32551
C -0.42306 3.31515 -3.31526
C -1.78569 3.06360 -3.48959
C -2.60729 3.68399 -4.63805
C -2.32470 2.17631 -2.59585
C -1.65364 1.61341 -1.48375
N -2.44103 0.86720 -0.60165
C -3.76992 1.04151 -0.34362
C -4.17966 -0.01691 0.45070
C -3.03171 -0.73014 0.71550
N -1.94915 -0.17613 0.15634
C 2.18320 0.03803 -1.88165
C 3.45784 -0.10812 -2.37662
N 1.08921 -0.77295 -2.31728
C 0.75729 -1.11536 -3.58623
C -0.42301 -1.87635 -3.53730
C -0.68382 -2.00937 -2.18688
N 0.18529 -1.32027 -1.44045
H 6.38634 1.34896 -2.79499
H 6.48237 0.02975 -1.53720
H 5.90165 -0.26681 -3.24113
H 5.02789 2.33471 -0.64787
H 2.57328 2.59729 0.22776
H 1.31312 2.99517 -2.24638
H 0.05831 3.96974 -4.04656
H -3.65461 3.32346 -4.61697
H -2.69789 4.79140 -4.54031
H -2.11970 3.46289 -5.60897
H -3.35101 1.91783 -2.75675
H -4.24143 1.86479 -0.83847
H -5.18834 -0.19264 0.77779
H -2.90074 -1.51088 1.46864
H 3.70452 -0.92510 -3.08074
H 1.31780 -0.71287 -4.42938
H -1.03790 -2.20091 -4.41459
H -1.55625 -2.47910 -1.75786
N -1.40007 -5.17112 4.73431
C -0.98104 -4.28295 3.84570
C -1.46289 -4.30558 2.49697
C -1.06809 -3.36071 1.60837
N -0.31093 -2.29604 1.92812
C 0.20173 -2.25643 3.18552
C -0.03877 -3.23208 4.14148
H -2.01197 -5.93942 4.44529
H -1.10448 -5.16757 5.70970
H -2.13611 -5.09386 2.15761
H -1.42676 -3.44294 0.56887
H 0.78799 -1.40400 3.42376
H 0.41250 -3.14904 5.13424
*
```

Properties
- frontier orbital gap (spin up / spin down) (eV) = 7.77 / 6.69
- E_LUMO (spin up / spin down) (eV) = -2.314 / -3.601
- HOMO energy (spin up / spin down) (eV) = -10.09 / -10.29
- total energy (Ha) = -1919.7459

2.
Formula: C29H30NO4Rh
Source: the Open Molecules 2025 dataset
Level of theory: ωB97M-V/def2-TZVPD

```
! RIJCOSX wB97M-V def2-TZVPD def2/J DEFGRID3
* xyz 0 5
C 2.32010 0.10239 1.41732
C 2.62696 -0.56709 0.19468
C 2.61291 0.39367 -0.85809
H 2.86409 -1.62031 0.10318
C 2.28598 1.66257 -0.29251
C 2.10248 1.47956 1.12195
H 2.22627 2.61325 -0.82092
C -1.61752 -2.76098 1.51454
C -0.27904 -2.73712 1.00823
C -0.31512 -2.04321 -0.26052
H 0.58185 -3.19158 1.50481
C -1.66319 -1.59368 -0.54156
C -2.46225 -2.04809 0.57832
H 2.85908 0.21322 -1.89789
H 1.88564 2.26849 1.83716
H 2.29061 -0.35288 2.39740
H -3.53648 -1.86298 0.74096
H 0.56239 -1.87846 -0.88150
H -1.94953 -3.23052 2.45146
Rh -0.98148 -0.89417 1.26021
C -2.24597 -1.25556 -1.98772
C -3.60817 -1.97544 -2.11257
C -1.41971 -1.86572 -3.11867
H -3.47433 -3.05772 -1.98160
H -4.04652 -1.80976 -3.10714
H -4.32533 -1.59682 -1.38136
H -1.32600 -2.94509 -2.96140
H -0.41018 -1.47076 -3.23672
H -1.93260 -1.74094 -4.08358
C -2.58527 0.24271 -2.32730
C -1.60736 1.30771 -2.87636
H -2.95109 0.73193 -1.41544
H -3.43516 0.24480 -3.03907
O -1.09194 2.14933 -2.10934
N -1.31459 1.46158 -4.19451
C -0.39075 2.58828 -4.44344
H -1.99700 1.22998 -4.90917
C 1.00161 2.02176 -4.55622
C 2.08724 2.68390 -3.97054
H 1.87074 3.56018 -3.35487
C 3.36945 2.15750 -4.11015
H 4.21828 2.69831 -3.69123
C 3.56043 0.95027 -4.80196
H 4.57096 0.57155 -4.96910
C 2.46034 0.22527 -5.28225
H 2.57938 -0.73976 -5.78005
C 1.17807 0.76293 -5.14494
H 0.28697 0.19436 -5.42386
H -0.44970 3.26088 -3.58946
H -0.64589 3.13101 -5.36238
O -2.49157 3.72640 1.67264
C -2.48284 3.56294 3.00992
C -3.29030 4.39390 3.81889
C -3.37931 4.14404 5.18717
C -2.64872 3.10297 5.77028
C -1.81371 2.30124 4.97952
C -1.71992 2.50751 3.59200
C -1.04832 1.54204 2.68743
O -0.07966 0.82519 3.03617
O -1.62402 1.31042 1.53638
H -2.13418 2.87470 1.28667
H -3.85765 5.20136 3.34826
H -4.02306 4.76712 5.79919
H -2.74466 2.92228 6.84549
H -1.23962 1.48204 5.41866
*
```

Properties
- frontier orbital gap (spin up / spin down) (eV) = 7.80 / 5.42
- E_LUMO (spin up / spin down) (eV) = 0.480 / -2.382
- HOMO energy (spin up / spin down) (eV) = -7.32 / -7.80
- total energy (Ha) = -1589.1055

3.
Formula: C29H30NO8S2
Source: the Open Molecules 2025 dataset
Level of theory: ωB97M-V/def2-TZVPD

```
! RIJCOSX wB97M-V def2-TZVPD def2/J DEFGRID3
* xyz -1 1
C 2.12777 -3.26245 0.89240
C 2.67405 -2.33129 0.00492
C 2.65815 -0.97166 0.32451
C 2.10869 -0.55946 1.53948
S 2.06386 1.19229 1.99389
C 0.30093 1.60639 2.04208
C -0.27407 2.01481 3.19292
S -0.62231 1.34915 0.52107
C -1.88100 0.14694 0.99159
C -1.66483 -1.22076 0.79426
C -2.59111 -2.14628 1.28368
C -3.73503 -1.69630 1.95198
C -3.98124 -0.32567 2.08813
C -3.06134 0.59657 1.58740
O -1.29358 2.58302 0.18958
O 0.23145 0.64326 -0.40971
O 2.55770 1.31425 3.34952
O 2.66890 1.89649 0.89085
C 1.60572 -1.48719 2.44949
C 1.59290 -2.84192 2.11429
H 2.12088 -4.31946 0.63606
H 3.11856 -2.64480 -0.94301
H 3.06809 -0.23047 -0.36174
H -1.35288 2.16438 3.23815
H 0.36209 2.15112 4.06129
H -0.76476 -1.54997 0.27404
H -2.40110 -3.21413 1.14182
H -4.44197 -2.41305 2.36521
H -4.87884 0.05052 2.58430
H -3.24026 1.66982 1.66024
H 1.22483 -1.12877 3.40728
H 1.17317 -3.55693 2.82474
C -3.45852 -1.56251 11.51193
N -2.97888 -2.13139 10.26805
C -2.86402 -3.57811 10.27702
C -2.54717 -1.33188 9.19837
C -1.20435 -0.90250 9.10553
C -0.77683 -0.14644 8.02212
C -1.65907 0.21149 7.00411
C -1.13368 0.88250 5.73116
C -1.19235 2.35870 5.74575
C -2.50217 2.96295 5.52990
O -3.43876 2.34929 5.05194
O -2.70359 4.26159 5.96339
C -1.52550 5.04512 6.25510
C -0.79080 5.39935 4.97547
C -1.97840 6.29943 7.02448
O -0.66875 4.29656 7.13896
C -0.35210 3.00981 6.74980
O 0.56429 2.42905 7.30586
C -3.00039 -0.15697 7.10650
C -3.44263 -0.91996 8.18255
H -3.47356 -0.47071 11.41668
H -4.47401 -1.92819 11.73883
H -2.80849 -1.85145 12.35604
H -2.46579 -3.91526 9.31323
H -2.19882 -3.91836 11.08935
H -3.84974 -4.04242 10.44913
H -0.49905 -1.20015 9.88561
H 0.27128 0.14447 7.95667
H -0.07273 0.59783 5.60164
H -1.71090 0.52546 4.86203
H -0.48925 4.47936 4.45301
H -1.46497 5.99066 4.33803
H 0.09890 5.98868 5.24352
H -2.49884 6.02877 7.95019
H -1.10590 6.90938 7.27964
H -2.65375 6.89324 6.40121
H -3.69493 0.12240 6.31077
H -4.48431 -1.24452 8.24748
*
```

Properties
- frontier orbital gap (eV) = 6.32
- E_LUMO (eV) = 2.099
- HOMO energy (eV) = -4.22
- total energy (Ha) = -2576.1362

4.
Formula: C29H31BrN4O4
Source: the Open Molecules 2025 dataset
Level of theory: ωB97M-V/def2-TZVPD

```
! RIJCOSX wB97M-V def2-TZVPD def2/J DEFGRID3
* xyz 0 1
N 2.91114 -4.54968 -1.61496
C 1.74749 -3.80289 -1.99698
O 0.67759 -3.79259 -1.38342
C 1.89338 -3.19763 -3.42648
H 3.08093 -2.93366 -3.73192
C 1.20596 -1.98621 -3.43191
N -0.17633 -2.36172 -3.10989
C -1.24994 -1.65980 -4.08838
O -1.08389 -1.12548 -5.14912
C -2.64684 -1.89329 -3.30116
C -2.92204 -0.81180 -2.62210
C -2.37152 -0.74274 -1.31210
C -2.28001 0.53894 -0.29411
C -2.95838 1.54599 -0.96823
C -3.24384 1.72707 -2.31727
C -3.23127 0.33693 -2.96166
H -3.49429 0.51110 -3.89099
H -3.60195 2.47990 -2.62528
Br -3.00004 3.27458 0.04236
H -2.15785 0.25994 0.67731
H -1.98419 -1.61928 -0.76651
H -2.72455 -3.06559 -2.81682
H -3.51124 -2.01590 -4.17798
H -0.48645 -2.89374 -2.35009
C 1.55496 -0.78015 -2.69135
C 2.70672 -1.03864 -1.71623
C 3.25405 -0.16451 -0.58450
C 2.12258 0.84325 -0.40851
N 2.48581 1.40207 0.88093
C 3.05007 0.91580 2.08875
H 4.02658 1.32538 2.01449
C 2.32215 1.35582 3.20158
C 0.70603 1.28649 2.91472
C 0.61149 2.52683 2.06304
C 1.80261 2.74769 1.15477
H 2.25773 3.35725 1.56346
H 1.49636 3.41628 0.11817
H 0.20532 3.16790 2.72297
H -0.40229 2.27674 1.35371
C -0.17237 1.16932 4.06931
C -1.62590 1.21275 3.97493
C -2.41090 2.13347 3.84015
C -3.62810 2.28979 3.45831
C -4.14260 1.14168 3.13011
C -3.44017 0.00972 2.87314
C -2.20325 0.19328 3.49817
H -1.53372 -0.77957 3.48992
H -3.90070 -0.84385 2.86978
H -5.35956 1.20049 2.64992
H -4.29377 3.12929 3.40909
H -1.99486 3.40148 4.11481
H 0.08616 0.52786 4.75763
H -0.05403 2.42177 4.73161
H 0.51689 0.34847 2.50680
H 2.47992 2.21638 3.85693
H 2.29983 0.34143 4.08593
H 3.17370 -0.08613 1.86808
C 1.15849 0.94396 -1.14748
C 0.72614 0.16423 -2.19704
H -0.23391 0.21911 -2.50769
H 0.49123 1.97077 -0.88749
N 4.39864 -0.39450 -0.13785
O 4.99846 0.71028 0.22301
O 5.07503 -1.60955 -0.32756
H 3.54169 -1.86048 -1.85768
H 1.19734 -1.47328 -4.40024
H 1.47106 -3.96477 -4.06541
H 3.66708 -4.55304 -2.19107
H 3.12013 -5.04102 -0.74642
*
```

Properties
- frontier orbital gap (eV) = 6.58
- E_LUMO (eV) = -1.634
- HOMO energy (eV) = -8.21
- total energy (Ha) = -4216.6446

Q: The highest total energy belongs to which entry?
A: C29H30NO4Rh

Q: What is the total energy in the third record?
A: -2576.1362 Ha

What did the first record say?
Formula: C29H30N9O3Re
Source: the Open Molecules 2025 dataset
Level of theory: ωB97M-V/def2-TZVPD

```
! RIJCOSX wB97M-V def2-TZVPD def2/J DEFGRID3
* xyz 1 4
Re 0.10590 -0.49465 0.65838
N -2.29544 0.00598 3.57753
C -1.78498 1.28709 3.01738
C -0.28745 1.29314 3.18053
O 0.24913 1.96526 4.03949
N 0.45899 0.44577 2.43823
C 1.91461 0.68128 2.71811
C 2.72389 -0.12839 1.74382
O 3.91494 -0.16787 1.64444
O 1.99899 -0.92062 0.89728
H -3.26135 0.17566 3.83973
H -1.84088 -0.12606 4.49379
H -2.21562 2.08250 3.59542
H -2.07051 1.36553 1.99523
H 2.35277 0.39426 3.66637
H 2.16297 1.74390 2.63202
C 5.91259 0.43856 -2.42211
C 4.49965 0.71927 -1.93947
C 4.19462 1.70806 -1.01223
C 2.90571 1.85047 -0.48477
C 1.90201 1.06330 -0.94572
N 0.53498 1.15186 -0.46431
C -0.25043 1.83159 -1.36794
C 0.29616 2.71456 -2.32551
C -0.42306 3.31515 -3.31526
C -1.78569 3.06360 -3.48959
C -2.60729 3.68399 -4.63805
C -2.32470 2.17631 -2.59585
C -1.65364 1.61341 -1.48375
N -2.44103 0.86720 -0.60165
C -3.76992 1.04151 -0.34362
C -4.17966 -0.01691 0.45070
C -3.03171 -0.73014 0.71550
N -1.94915 -0.17613 0.15634
C 2.18320 0.03803 -1.88165
C 3.45784 -0.10812 -2.37662
N 1.08921 -0.77295 -2.31728
C 0.75729 -1.11536 -3.58623
C -0.42301 -1.87635 -3.53730
C -0.68382 -2.00937 -2.18688
N 0.18529 -1.32027 -1.44045
H 6.38634 1.34896 -2.79499
H 6.48237 0.02975 -1.53720
H 5.90165 -0.26681 -3.24113
H 5.02789 2.33471 -0.64787
H 2.57328 2.59729 0.22776
H 1.31312 2.99517 -2.24638
H 0.05831 3.96974 -4.04656
H -3.65461 3.32346 -4.61697
H -2.69789 4.79140 -4.54031
H -2.11970 3.46289 -5.60897
H -3.35101 1.91783 -2.75675
H -4.24143 1.86479 -0.83847
H -5.18834 -0.19264 0.77779
H -2.90074 -1.51088 1.46864
H 3.70452 -0.92510 -3.08074
H 1.31780 -0.71287 -4.42938
H -1.03790 -2.20091 -4.41459
H -1.55625 -2.47910 -1.75786
N -1.40007 -5.17112 4.73431
C -0.98104 -4.28295 3.84570
C -1.46289 -4.30558 2.49697
C -1.06809 -3.36071 1.60837
N -0.31093 -2.29604 1.92812
C 0.20173 -2.25643 3.18552
C -0.03877 -3.23208 4.14148
H -2.01197 -5.93942 4.44529
H -1.10448 -5.16757 5.70970
H -2.13611 -5.09386 2.15761
H -1.42676 -3.44294 0.56887
H 0.78799 -1.40400 3.42376
H 0.41250 -3.14904 5.13424
*
```

Properties
- frontier orbital gap (spin up / spin down) (eV) = 7.77 / 6.69
- E_LUMO (spin up / spin down) (eV) = -2.314 / -3.601
- HOMO energy (spin up / spin down) (eV) = -10.09 / -10.29
- total energy (Ha) = -1919.7459